Here is the molecule C21H13Cl2N7 from the OMol25 dataset. Energies are from ωB97M-V/def2-TZVPD.

XYZ file:
```
43
Properties=species:S:1:pos:R:3:forces:R:3
Cl -4.9999 7.0028 -0.7831 -1.54 1.92 -0.04
Cl -0.1158 5.1270 -1.2841 -0.78 0.12 0.29
N -1.1247 -6.0463 3.5588 -1.66 -1.28 -1.69
N -1.3652 -4.9379 2.9479 1.17 0.47 1.71
N 0.0992 -6.6296 3.2286 -0.67 2.62 0.90
N 1.6959 -3.2877 1.3211 -3.09 0.33 0.54
N 2.5747 -0.7980 -1.1504 -1.54 2.75 -1.90
C 0.6862 -5.6309 2.6381 0.55 0.61 -0.56
C 0.3943 -3.3777 1.8622 1.43 1.15 -2.88
C -0.3601 -2.2755 1.3963 -3.51 -1.03 3.41
C 0.3730 -1.5018 0.6348 3.86 0.08 -0.69
C 3.3840 -0.5348 -2.2143 0.78 -1.69 2.67
C 2.7283 -1.7044 -0.2462 2.23 -1.87 -1.90
C 4.5471 -1.2858 -2.4270 -1.32 -1.22 2.44
C 3.8861 -2.4626 -0.3856 2.73 -0.81 -0.96
C 4.8507 -2.2964 -1.4795 -3.86 1.43 1.43
C -4.5273 4.4140 -0.5403 1.28 -0.13 -1.08
C -2.6581 5.8980 -0.9502 -0.47 2.21 0.10
C 0.4784 0.9990 0.6975 -0.90 1.81 -1.21
C -1.1303 -0.0985 -0.6872 -0.19 0.65 0.94
C -0.1050 2.3453 0.3563 -0.41 -4.51 -0.49
C -1.7772 1.0873 -0.9214 0.68 0.81 0.14
C -3.6205 3.3160 -0.5329 -1.03 1.36 1.07
C -3.9888 5.6917 -0.7813 -1.30 -2.45 0.72
C -1.8442 4.8668 -0.9037 3.34 -3.96 0.10
C -0.0498 -0.1928 0.1950 -0.44 1.90 -1.00
C -1.3147 2.3297 -0.4247 0.75 0.33 0.76
C -2.2326 3.5236 -0.6203 -0.21 -0.04 -0.35
N -0.1618 -4.5548 2.4421 3.41 -1.86 -0.16
N 1.6593 -2.1099 0.5778 -2.09 0.29 1.19
H 1.7317 -5.5552 2.3468 -0.41 -0.22 -0.13
H -1.3294 -1.8957 1.8494 1.15 -1.02 -0.96
H 3.1870 0.3248 -2.8040 -0.61 0.48 -0.48
H 5.1216 -1.1719 -3.2748 1.20 0.45 -1.67
H 4.1269 -3.2369 0.3100 -0.07 -0.41 0.41
H 5.6483 -2.9979 -1.5663 0.52 -0.14 -0.02
H -5.6143 4.2588 -0.4823 0.69 0.14 0.16
H -2.2725 6.8988 -1.0021 0.07 0.24 -0.40
H 1.3908 0.8329 1.2678 -0.16 0.83 0.19
H -1.6332 -0.9321 -1.0885 -0.02 -1.29 -0.39
H 0.4339 3.1953 0.7025 -0.16 0.64 0.20
H -2.6535 1.0151 -1.5438 -0.19 0.39 -0.08
H -4.1185 2.3883 -0.2389 0.79 -0.10 -0.34
```
Positions in Å, forces in eV/Å.

Calculated values
SMILES string: Clc1ccc(-c2ccc(-c3cc(-n4cnnn4)nn3-c3ccccn3)cc2)c(Cl)c1
Frontier orbital gap (eV): 8.47
Energy above the lowest of the compared OMol25 structures with the same formula, charge and spin (kJ/mol): 64.8
HOMO level (eV): -8.73

---

Here is a cluster of 7 separate species, C30H78N4O11 in total from the OMol25 dataset. Energies are from ωB97M-V/def2-TZVPD.

XYZ file:
```
123
Properties=species:S:1:pos:R:3:forces:R:3
C 21.1697 3.6829 15.3833 -0.06 0.53 -1.37
O 20.2074 2.7613 14.9662 0.28 -0.01 0.04
C 19.8017 1.8575 15.9551 0.08 -1.54 -2.01
C 18.7372 1.0574 15.2249 -0.47 -1.41 -0.48
N 18.3036 -0.1441 15.9922 0.72 0.93 0.10
C 17.2051 -0.8744 15.3906 1.32 -0.67 -1.85
C 15.8568 -0.2892 15.6927 8.14 6.27 3.83
O 14.8583 -0.9171 15.4647 -11.74 -9.09 -4.83
C 14.7115 -2.3038 15.9580 1.12 1.11 0.43
H 22.1840 3.3078 15.5630 -0.09 -0.31 -0.40
H 20.8546 4.1428 16.2701 -0.48 0.82 1.62
H 21.1137 4.4512 14.6008 0.70 -0.10 0.23
H 19.4403 2.3074 16.8474 -0.30 0.58 0.89
H 20.6170 1.1504 16.1562 0.17 0.14 0.49
H 19.1444 0.6234 14.2744 0.01 0.90 0.39
H 17.8923 1.6905 14.9356 0.03 -0.10 0.32
H 19.0885 -0.7835 15.8863 0.05 0.16 0.47
H 17.3931 -1.9031 15.7536 -0.73 0.20 -0.43
H 17.3546 -0.8226 14.2351 -0.36 -0.62 1.44
H 15.8392 0.6891 15.1506 -0.15 -0.47 0.63
H 15.6718 -0.1198 16.7655 2.18 1.22 0.88
H 15.1688 -2.3549 16.9824 -0.48 0.00 -0.72
H 15.2846 -3.0018 15.3310 -0.18 0.25 0.10
H 13.6587 -2.6348 15.9971 0.53 0.70 -0.22
C 15.1836 5.2280 20.8884 -0.33 0.24 1.64
O 15.0096 3.8790 21.3760 -0.46 1.85 -0.20
C 15.5561 3.0064 20.4415 1.06 -2.38 0.95
C 14.7704 1.6834 20.5292 -0.55 -0.04 0.73
N 14.9672 0.8363 19.4028 -1.04 -0.51 -1.33
C 14.2462 -0.4246 19.3002 -0.70 0.59 2.28
C 12.9311 -0.1806 18.6198 4.09 6.63 -0.73
O 11.9033 -0.8873 18.6917 -6.17 -6.36 1.22
C 11.9595 -2.2209 18.2496 -3.69 -0.08 0.97
H 14.6379 5.4574 19.9958 0.13 -0.62 -1.24
H 16.2480 5.4165 20.8558 0.26 0.33 -0.51
H 14.7247 6.0117 21.5203 0.33 -0.91 0.69
H 16.6398 2.7331 20.6899 -1.01 0.69 -0.36
H 15.5223 3.4016 19.4546 -0.09 0.32 -0.92
H 13.6944 1.9099 20.6054 0.36 0.02 0.15
H 15.0905 1.1257 21.4251 -0.29 0.38 0.35
H 15.8996 0.6274 19.2568 2.14 0.02 -0.25
H 14.1509 -0.8451 20.3015 -0.48 -0.10 0.53
H 14.8042 -1.1616 18.8026 1.02 -0.67 -1.05
H 13.2013 -0.0128 17.5876 0.36 0.63 -0.87
H 12.4727 0.7559 19.0371 1.47 0.27 -0.48
H 11.6036 -2.3249 17.2295 0.17 0.14 -0.41
H 11.1786 -2.7439 18.8948 1.05 0.39 -0.90
H 12.8696 -2.7007 18.3756 2.02 -0.75 0.27
C 7.3180 -8.5857 18.6333 -2.10 -0.07 -2.26
O 8.2577 -7.6436 18.3045 1.59 0.35 1.34
C 9.4166 -7.8823 19.1583 -1.50 2.73 -1.43
C 10.2004 -6.6046 18.9898 0.54 -1.33 -2.78
N 11.3066 -6.6852 19.8767 2.67 1.06 0.78
C 12.1746 -5.5153 19.6953 -0.37 2.51 -0.41
C 13.4833 -5.4911 20.5277 -4.86 -5.11 4.31
O 14.5264 -4.8529 20.1708 3.46 2.72 -3.17
C 14.5874 -3.5646 20.6036 1.67 2.03 -0.96
H 7.1119 -8.6850 19.6824 -0.36 0.18 0.58
H 7.6458 -9.5046 18.2285 0.46 -1.74 0.00
H 6.4218 -8.3881 17.9774 0.43 0.10 1.20
H 9.9239 -8.7791 18.8423 0.32 -0.39 0.15
H 9.1413 -7.8192 20.1910 -0.49 -0.94 0.78
H 9.5722 -5.7157 19.0276 -0.02 -0.07 1.06
H 10.4892 -6.5703 17.8991 0.24 0.00 0.61
H 11.9549 -7.4535 19.6379 -1.05 0.01 0.10
H 11.4938 -4.5672 19.8451 1.51 -1.70 -0.18
H 12.5944 -5.4755 18.6641 -0.60 0.16 -0.01
H 13.9073 -6.5047 20.4883 -1.10 -0.74 0.42
H 13.2929 -5.2473 21.6362 -0.27 -0.59 -1.18
H 15.3060 -3.1216 19.9207 0.36 0.55 0.29
H 14.9559 -3.5604 21.5901 0.52 0.24 1.46
H 13.7277 -2.9339 20.5504 -1.21 -0.17 -0.18
C 24.4783 -2.0658 8.4770 -2.56 -0.90 -0.71
O 24.0321 -2.8823 9.6133 1.07 1.48 0.44
C 22.7375 -2.6283 10.2360 1.84 -3.10 -1.88
C 22.8344 -3.0946 11.6609 -0.14 1.60 0.33
N 21.5259 -3.0026 12.2064 -1.23 -3.48 0.35
C 21.3738 -3.6752 13.5112 2.16 0.86 -1.52
C 20.0279 -3.1899 13.9108 1.17 1.75 -2.21
O 19.5164 -3.6363 15.0196 -1.09 -1.76 5.59
C 20.3657 -3.4292 16.1616 -1.01 0.39 1.12
H 23.7738 -2.4997 7.7080 0.61 1.41 -0.04
H 25.4493 -2.3674 8.1009 0.34 -0.26 0.77
H 24.4631 -0.9205 8.5146 -0.37 -1.62 0.52
H 21.9783 -3.1790 9.6324 0.26 0.20 0.64
H 22.4864 -1.6348 10.2363 -0.51 2.72 -0.19
H 23.3292 -2.3144 12.2449 1.55 -0.29 -0.28
H 23.2922 -4.0730 11.8133 -0.16 0.10 -0.22
H 21.1547 -2.0981 12.2718 -0.13 1.48 -0.09
H 22.2461 -3.3482 14.1155 -0.56 -0.02 0.47
H 21.5383 -4.7619 13.3900 -0.73 0.33 0.02
H 19.4031 -3.5082 13.1156 -0.92 -0.03 -0.86
H 20.0288 -2.0691 13.9300 0.23 -0.25 -0.32
H 21.1926 -2.7641 15.9987 0.44 0.25 -0.59
H 20.7241 -4.3234 16.6365 0.42 -0.98 -0.59
H 19.8559 -3.0018 17.0427 -0.64 0.25 -0.74
C 17.6470 -4.6557 18.1071 5.32 -0.54 -0.15
C 16.6551 -5.5508 17.6563 -1.55 0.32 -0.69
O 15.5414 -4.7233 17.7172 -3.89 0.21 0.26
H 18.6295 -5.1463 17.8859 -0.06 0.26 0.88
H 17.5581 -4.4124 19.1458 0.01 0.26 0.50
H 17.7428 -3.8086 17.4759 -0.51 1.09 -0.39
H 16.4972 -6.3341 18.2895 -0.16 -2.37 2.20
H 16.8806 -6.0760 16.7380 -0.37 0.64 -1.01
H 15.0352 -4.8431 18.6038 1.29 -0.08 -1.98
C 17.7445 -1.4327 18.9828 -0.29 -4.08 -2.09
C 17.9780 -0.1317 19.4807 0.03 2.11 1.21
O 17.8046 0.8990 18.5512 -1.00 1.94 3.10
H 17.6748 -2.2594 19.7105 0.33 0.70 0.28
H 18.6096 -1.6918 18.3464 -0.75 -0.32 -0.31
H 16.7684 -1.5337 18.4552 0.86 0.24 -0.18
H 18.9685 -0.0446 19.8463 1.00 0.01 1.02
H 17.2491 -0.0086 20.2395 -0.33 0.77 1.46
H 17.9748 0.5395 17.7363 0.71 -1.47 -4.04
C 15.5867 3.4153 15.4276 1.74 1.07 -2.11
C 15.6623 2.9997 16.7910 0.63 2.64 0.88
O 14.7870 2.0628 17.0791 -3.78 -1.02 -1.41
H 14.7429 3.9555 15.1277 -1.55 1.11 0.18
H 15.5712 2.6145 14.7493 0.52 -1.32 -1.04
H 16.4604 4.0564 15.2719 -0.04 -0.02 -0.55
H 15.4876 3.9566 17.3188 0.23 -0.10 0.77
H 16.6027 2.6109 17.0602 1.98 0.07 0.16
H 15.0790 1.6905 17.8738 -0.19 -1.55 2.46
```
Positions in Å, forces in eV/Å.

Calculated values
SMILES string: COCCNCCOC.COCCNCCOC.COCCNCCOC.COCCNCCOC.CCO.CCO.CCO
Frontier orbital gap (eV): 8.95
Energy above the lowest of the compared OMol25 structures with the same formula, charge and spin (kJ/mol): 763.6
HOMO level (eV): -8.48

---

Here is the molecule C2H4BrCl3Si from the OMol25 dataset. Energies are from ωB97M-V/def2-TZVPD.

XYZ file:
```
11
Properties=species:S:1:pos:R:3:forces:R:3
C 1.3669 -0.0924 -0.5525 1.92 -3.12 -0.11
C 0.3378 -0.4822 0.4207 -1.70 1.00 1.35
Si -1.3840 0.6532 0.2584 1.28 -4.24 -0.78
Cl -1.3800 1.4487 -1.5605 -0.03 0.66 -0.87
Cl -1.7183 1.8963 1.6872 0.00 1.97 1.86
Cl -2.9795 -0.6554 0.3846 0.20 0.20 -0.18
Br 0.0071 -2.3653 0.3651 -0.41 -0.69 -0.22
H 2.2107 -0.8569 -0.7246 -1.43 0.77 0.50
H 0.9495 0.0861 -1.4682 -0.91 0.46 -2.56
H 1.8647 0.7393 -0.2406 1.24 2.68 0.88
H 0.7251 -0.3715 1.4303 -0.18 0.31 0.13
```
Positions in Å, forces in eV/Å.

Calculated values
SMILES string: C[C@H](Br)[Si](Cl)(Cl)Cl
Frontier orbital gap (eV): 10.38
Energy above the lowest of the compared OMol25 structures with the same formula, charge and spin (kJ/mol): 30.7
HOMO level (eV): -9.93

---

Here is a structure of composition C34H39AlN5O from the OMol25 dataset. Energies are from ωB97M-V/def2-TZVPD.

XYZ file:
```
80
Properties=species:S:1:pos:R:3:forces:R:3
Al -0.1964 -0.3486 0.4647 1.92 -0.63 1.65
N 0.9840 -3.3264 3.8132 0.31 1.16 0.55
N -0.2585 -2.5834 -1.4433 2.55 2.18 4.15
C 1.5266 1.9494 -0.3107 0.68 -0.96 0.76
C 2.6958 1.2974 0.1171 -1.26 0.52 0.22
C 2.5161 0.8868 1.4711 -1.39 0.66 0.40
C 3.4602 0.1454 2.3340 0.67 -0.02 0.33
H 4.3514 -0.1540 1.7744 0.06 0.04 0.16
H 2.9854 -0.7593 2.7476 0.05 0.36 -0.12
H 3.7712 0.7817 3.1769 0.14 -0.14 -0.07
C 1.2508 1.2969 1.9134 1.00 -0.17 -0.93
C 0.8537 1.2131 3.3402 0.14 0.16 0.83
H 1.4701 1.9200 3.9290 -0.34 0.07 -0.12
H 1.0687 0.2024 3.7275 -0.15 0.32 -0.25
H -0.2044 1.4309 3.5254 0.03 0.09 -0.06
C 0.5143 1.8449 0.7640 0.61 -0.78 -0.07
C -0.4844 2.9470 0.9679 -0.16 0.35 -0.01
H -1.2716 2.6625 1.6757 0.04 0.07 -0.06
H -0.9639 3.2479 0.0261 -0.01 -0.07 0.18
H 0.0173 3.8455 1.3783 -0.22 -0.23 -0.11
C 4.0083 1.2219 -0.5751 0.29 0.00 -0.36
H 4.6257 2.0977 -0.3122 -0.06 -0.18 -0.17
H 3.8949 1.1979 -1.6664 0.10 0.03 0.14
H 4.5718 0.3311 -0.2641 -0.14 0.19 -0.17
C 1.4733 2.8887 -1.4598 -0.14 0.09 -0.64
H 0.4557 3.2547 -1.6515 0.21 -0.10 -0.05
H 1.8343 2.4175 -2.3877 -0.10 0.20 0.10
H 2.1128 3.7760 -1.2781 -0.22 -0.27 -0.04
C 0.2256 -4.1669 4.5005 -1.30 -0.67 -1.06
H 0.5502 -4.5295 5.4911 0.14 0.23 -0.55
C -1.0161 -4.6078 3.9976 0.15 -0.39 0.96
H -1.6502 -5.2249 4.6316 0.05 0.04 -0.10
C -1.4054 -4.2915 2.6944 0.72 0.30 -0.85
H -2.3077 -4.7150 2.2277 0.37 0.14 0.36
C -0.5674 -3.4437 1.9645 0.11 -0.02 1.35
H -0.6801 -3.1489 0.9233 -0.34 -0.26 0.15
C 0.5020 -2.7634 2.6775 -1.12 -0.54 -1.45
C 0.8875 -1.4074 2.2384 0.19 -1.35 -3.42
H 1.5974 -1.5793 1.3329 0.11 0.27 1.48
C -0.2607 -1.2181 -1.5400 -2.08 -2.21 -1.66
C 0.6826 -3.0568 -2.3062 -1.79 -0.76 -1.24
H 1.2259 -3.9942 -2.1560 -0.72 0.14 -0.35
C 0.6861 -2.2022 -3.3531 0.43 0.14 0.49
H 1.0574 -2.4034 -4.3132 0.25 0.22 -0.92
N 0.0782 -1.0246 -2.9332 0.56 0.27 0.99
C -0.0447 0.1361 -3.7282 0.53 1.01 -0.34
C 1.0424 0.5232 -4.5535 -0.41 0.53 0.28
C 0.9299 1.6868 -5.3292 -0.28 0.08 -0.13
H 1.7567 2.0259 -5.9785 -0.36 -0.42 0.42
C -0.2160 2.4877 -5.2841 -0.22 -0.45 0.40
C -0.4027 3.6541 -6.2086 0.07 0.21 -0.10
H -0.9577 4.4603 -5.7106 0.19 -0.11 -0.16
H -0.9833 3.3548 -7.0957 0.18 0.09 0.22
H 0.5667 4.0342 -6.5516 -0.22 0.05 0.03
C -1.2349 2.1555 -4.3818 0.28 -0.34 -0.19
H -2.0904 2.8392 -4.2728 0.31 -0.46 -0.07
C -1.1838 0.9706 -3.6355 0.68 -0.03 -0.10
C -2.2879 0.6291 -2.6921 -0.68 0.33 0.40
H -2.6454 -0.4011 -2.8165 0.20 0.19 0.14
H -3.1338 1.3121 -2.8477 0.10 -0.14 -0.06
H -1.9618 0.7584 -1.6484 -0.10 -0.16 -0.46
C 2.3655 -0.1728 -4.4530 0.76 -0.13 -0.40
H 2.3390 -1.2278 -4.7357 0.10 0.42 0.13
H 2.7581 -0.1080 -3.4275 -0.18 -0.14 -0.18
H 3.1088 0.2817 -5.1186 -0.20 0.20 0.13
N -1.7043 -1.7143 5.3006 -0.94 0.88 0.43
C -2.9852 -1.8035 4.7675 0.32 -0.12 0.07
O -3.8809 -2.5017 5.2102 0.40 0.40 -0.28
C -3.1040 -1.0195 3.4848 -0.65 0.55 -0.18
C -4.2998 -0.4801 2.9914 0.79 -0.22 0.12
C -4.2387 0.2227 1.7907 -0.41 0.38 -0.40
C -3.0503 0.3473 1.0696 0.54 -1.15 0.90
N -1.9152 -0.2829 1.4964 -1.70 1.03 0.96
C -1.9540 -0.8580 2.7418 0.47 -0.10 -1.34
H -1.5925 -2.2331 6.1581 0.04 -0.08 0.02
H -1.3465 -0.7514 5.3553 0.11 -0.83 -0.28
H -5.2056 -0.5948 3.5816 0.01 0.02 -0.30
H -5.1319 0.6899 1.3761 0.19 -0.06 0.19
H -2.9696 0.9329 0.1510 -0.14 -0.32 0.27
H -1.0146 -1.2614 3.1193 -0.11 0.37 -0.56
```
Positions in Å, forces in eV/Å.

Calculated values
Frontier orbital gap (alpha / beta) (eV): 4.31 / 4.31
Net charge: -1
HOMO level (alpha / beta) (eV): -2.37 / -2.37

---

The records above give, respectively, molar mass values of 434.29; 670.97; 242.40; 560.70 g/mol.
The records above give, respectively, DFT total energy values of -2111.58586; -2235.91726; -4322.82974; -1910.32144 a.u..
The records above give, respectively, largest force on an atom values of 5.182; 15.611; 4.497; 5.342 eV/Å.